1.
# C15H30N4O2P

A 3-piece molecular cluster, C15H30N4O2P overall in a non-equilibrium geometry (wB97M-V/def2-TZVPD, OMol25).

```
52
Properties=species:S:1:pos:R:3:forces:R:3
C 6.48429 0.74248 0.91449 -0.2941 -0.3246 -0.8775
C 5.71894 -0.34570 0.09355 -0.2033 0.1452 1.2711
C 4.32454 -0.61277 0.77921 0.4343 0.0520 -0.5826
C 3.21206 -0.86539 -0.27822 0.7480 -1.2379 0.8095
C 1.94798 -1.58879 0.28226 0.2598 0.8029 -0.7040
P 0.50518 -0.44053 0.83746 0.0403 -2.6702 -0.3824
N 0.41656 -1.07625 2.52862 0.7027 0.8712 0.3116
N 1.52694 0.95601 1.21436 0.0545 -0.3077 0.3755
O 0.36338 0.10628 -0.82267 -1.0297 0.1347 0.1385
C -1.01349 0.28562 -1.12503 0.6107 1.4417 0.9368
C -1.62261 1.03656 0.14697 0.4053 -0.5803 -0.9781
O -1.02146 0.37981 1.24084 -1.1408 1.1319 -0.6982
H 7.43732 1.03893 0.43696 -0.2754 -0.1958 0.3125
H 6.66644 0.37704 1.93865 -0.0522 0.2927 -0.3416
H 5.82893 1.63004 0.93216 0.3600 -0.2308 0.2613
H 5.60899 -0.04153 -0.95976 -0.0214 -0.0574 0.3603
H 6.26542 -1.30723 0.13831 -0.0046 0.4822 -0.3530
H 4.48103 -1.48671 1.44122 -0.3928 0.2189 -0.3079
H 4.05301 0.22332 1.44684 -0.0183 -0.2463 -0.4156
H 3.67313 -1.55303 -1.02705 -0.1706 0.4186 0.1860
H 2.99999 0.08269 -0.79033 -0.2271 -0.2926 0.1693
H 2.19657 -2.33455 1.06304 0.0387 0.5476 -0.1908
H 1.52623 -2.16511 -0.56641 -0.0155 0.2981 0.4411
H -0.32697 -1.57992 0.46244 -0.2009 0.0713 -0.0247
H -0.44812 -1.60062 2.56876 -0.0317 -0.0826 -0.1778
H 0.20857 -0.26405 3.11221 0.0866 -0.1694 0.1335
H 1.43326 1.24766 2.17811 -0.0861 0.1577 -0.0664
H 1.32645 1.71966 0.58668 -0.1476 0.0879 0.0942
H -1.01880 0.88117 -2.05381 -0.5272 -0.2301 0.2797
H -1.57512 -0.66201 -1.22506 0.3543 0.1386 -0.1491
H -1.43964 2.13403 0.18339 0.3151 -0.3870 -0.3050
H -2.73238 0.95538 0.08759 0.3833 -0.3056 0.4580
N -4.04764 4.32572 -2.71622 0.0840 -0.0297 0.0184
C -3.69110 3.37868 -3.63681 0.0193 -0.0061 -0.0779
C -2.33339 3.20599 -3.55611 -0.1302 -0.1392 -0.2259
C -1.85256 4.07394 -2.54826 -0.0237 0.2354 0.1845
C -2.93351 4.75100 -2.04454 0.0567 0.0655 -0.0054
H -4.97994 4.65468 -2.55628 -0.0299 -0.0195 0.0364
H -4.43029 2.91157 -4.26586 0.0357 -0.0142 0.0110
H -1.74993 2.52620 -4.15489 -0.0114 -0.0177 0.0416
H -0.83153 4.18933 -2.22367 -0.0266 -0.0587 0.0221
H -3.00562 5.49494 -1.26901 0.0272 -0.0325 0.0028
N -3.71970 -4.48919 1.95169 -0.0433 0.0653 -0.0158
C -3.00879 -3.35175 2.23577 -0.0372 0.0557 -0.0440
C -3.26030 -2.43758 1.24655 0.0203 0.1534 0.1420
C -4.16144 -3.04375 0.33338 -0.1021 -0.1619 0.0395
C -4.42910 -4.30834 0.79526 -0.0234 -0.0094 -0.0724
H -3.71939 -5.32384 2.50474 0.0176 -0.0266 0.0111
H -2.38596 -3.29326 3.11281 0.0363 0.0193 -0.0554
H -2.84113 -1.44349 1.18570 0.1252 -0.0679 0.0100
H -4.56764 -2.60256 -0.56254 0.0263 -0.0064 0.0071
H -5.05768 -5.09075 0.40247 0.0249 0.0202 -0.0142
```
Forces are in eV/Å.

E_LUMO ... 2.72 eV
F_max ... 0.05246 hartree/bohr
Total charge ... -1
2S+1 ... 1
HOMO level ... -0.1405 Ha
Electronic energy ... -35385.8764 eV


2.
# C15H30NO7P

A 3-piece molecular cluster, C15H30NO7P overall in a non-equilibrium geometry (wB97M-V/def2-TZVPD, OMol25).

```
54
Properties=species:S:1:pos:R:3:forces:R:3
C -4.75462 -0.87105 2.99427 0.4413 -0.9559 -0.0040
C -4.39036 -2.26010 2.42216 0.4915 -0.3045 0.0938
P -3.31801 -2.17832 0.91565 -0.4385 1.0149 -1.8683
C -1.78931 -1.16192 1.21753 -0.1429 -0.6521 1.5570
C -1.37966 -0.95228 2.68605 0.7507 0.4198 -0.5654
C -2.89013 -3.93483 0.48662 -0.7149 0.2714 0.1294
C -4.25919 -4.52802 -0.02251 0.4776 0.3113 1.2482
C -1.87136 -4.18943 -0.62142 1.2326 0.2271 0.3975
N -1.64734 -5.64042 -0.48663 0.1285 -0.4703 0.1719
C -2.05845 -6.05791 0.82249 0.7414 3.8665 -0.5159
O -2.24889 -7.15147 1.16260 -0.2921 -3.3926 0.9062
C -2.22551 -4.76329 1.60813 -0.9639 0.0632 -1.0641
H -4.18834 -0.72063 3.90491 0.1446 0.3826 0.0596
H -5.79987 -0.87009 3.27062 -0.2655 0.2392 -0.0697
H -4.53982 -0.10054 2.26172 -0.1218 0.3120 0.0659
H -3.96737 -2.93459 3.16680 -0.0185 0.1642 0.3192
H -5.31233 -2.73098 2.09492 -0.0156 -0.2155 -0.2786
H -1.99237 -0.18683 0.79476 -0.0124 0.1088 -0.3193
H -0.93914 -1.59721 0.69467 -0.1027 -0.0682 -0.3083
H -1.11112 -1.87036 3.19871 -0.3046 -0.2036 0.1410
H -0.47363 -0.34319 2.68660 0.1089 0.0679 0.0780
H -2.11088 -0.37118 3.23164 -0.2515 -0.1973 0.2192
H -4.98071 -3.72047 -0.06370 -0.2389 0.0337 -0.3779
H -4.63988 -5.23449 0.71455 -0.0644 -0.2897 -0.1929
H -4.13147 -4.98616 -0.99279 -0.1836 -0.1950 -0.1132
H -2.13298 -3.90585 -1.63595 -0.5230 -0.1046 -0.0299
H -0.92895 -3.66524 -0.41354 -0.0541 0.1681 0.0860
H -0.67762 -5.92874 -0.55969 -0.1198 -0.0968 -0.6553
H -2.81095 -4.81470 2.51265 0.0485 -0.2346 0.2905
H -1.26342 -4.27041 1.72120 0.2907 -0.2436 0.5859
C 2.69913 0.10528 -0.69395 0.1265 -0.1803 -0.1176
O 1.73179 0.80410 0.09153 -0.0219 0.0418 0.0272
C 1.94512 2.11697 0.19023 -0.0318 0.0407 0.0421
O 2.85704 2.72542 -0.31483 -0.3986 -0.2838 0.3402
O 0.97730 2.63972 0.94187 0.0391 -0.0734 -0.0429
C 1.07742 4.05313 1.13474 -0.0547 0.2580 0.0833
H 2.41017 -0.94217 -0.69268 -0.1359 0.0562 0.0992
H 2.69891 0.47110 -1.71978 0.0636 0.0800 0.0441
H 3.69173 0.19965 -0.25594 -0.0014 0.1058 -0.0586
H 1.01374 4.57620 0.18204 0.1170 -0.0320 -0.0087
H 2.00480 4.30647 1.64566 0.0479 -0.0125 -0.1118
H 0.23738 4.34716 1.75770 -0.0421 -0.1831 -0.0060
C 4.75740 3.71413 -2.11372 0.3233 -0.0393 -0.0408
O 4.54297 4.35293 -3.38026 0.0672 0.0830 -0.0698
C 5.12384 5.54464 -3.50356 -0.0238 -0.0586 0.0247
O 5.78793 6.10242 -2.66655 -0.0873 -0.0520 -0.1407
O 4.84242 6.02075 -4.72219 -0.0064 -0.0520 0.0561
C 5.40543 7.30339 -4.99542 0.0519 0.1977 -0.1230
H 4.24017 2.76647 -2.14286 -0.1139 0.0334 -0.1972
H 5.82113 3.53413 -1.95492 0.0010 0.1559 0.0077
H 4.34851 4.31300 -1.30854 0.0596 0.0662 0.0054
H 6.49254 7.26516 -4.94628 -0.0180 0.0216 0.1234
H 5.02145 8.04857 -4.30043 0.0954 -0.0389 0.0738
H 5.10536 7.57209 -6.00487 -0.0839 -0.1609 0.0036
```
Forces are in eV/Å.

E_LUMO ... 0.37 eV
Relative energy (zero: lowest compared OMol25 entry of this formula, charge and spin) ... 0.00 kcal per mole
F_max ... 0.07722 hartree/bohr
Total charge ... 0
SMILES ... CCP(CC)[C@@]1(C)CNC(=O)C1.COC(=O)OC.COC(=O)OC
2S+1 ... 1
HOMO level ... -0.2850 Ha
Electronic energy ... -41152.1273 eV


3.
# C15H30O4S

One molecule with the formula C15H30O4S (wB97M-V/def2-TZVPD, OMol25).

```
50
Properties=species:S:1:pos:R:3:forces:R:3
C 1.85224 2.56975 -1.91782 0.1955 0.0839 0.1231
C 3.22116 2.40231 -1.26594 -0.0166 -0.1864 -0.1513
C 3.41939 0.99476 -0.69952 -0.0120 0.2836 0.1744
C 2.72805 0.82245 0.65280 0.2169 -0.2187 -0.1010
C 2.57749 -0.64217 1.06872 -0.2526 0.2486 -0.2122
C 1.46737 -1.33983 0.28226 0.1910 -0.2131 0.3856
C 1.11263 -2.70922 0.85358 0.0055 -0.0025 -0.3784
C 0.10979 -3.48554 -0.00283 -0.0624 0.0298 0.3437
C -1.27042 -2.82161 -0.11002 0.1915 -0.0228 -0.3014
C -1.43168 -1.95202 -1.35852 -0.2231 -0.1287 0.1089
H -0.72990 -1.12199 -1.33753 0.1420 -0.0622 -0.0975
C -2.84640 -1.39201 -1.51682 0.3395 0.1201 -0.2328
C -3.24509 -0.42852 -0.41295 0.3412 0.5114 -0.0156
H -3.03509 -0.80908 0.58069 -0.0775 0.0385 0.1081
H -4.28974 -0.14093 -0.50343 -0.1296 0.0598 0.0667
S -2.34521 1.14810 -0.55521 -0.6921 0.2081 -0.0441
O -2.68793 1.75158 -1.81438 -0.3712 0.0615 -0.2256
O -0.93636 0.98247 -0.28730 0.1944 -0.1460 0.1035
C -3.03134 2.20043 0.79815 0.3397 -0.6316 -0.3054
C -1.92307 2.45937 1.79765 0.2711 -0.1556 -0.0438
C -1.27776 1.14252 2.18229 -0.2825 -0.0171 0.4514
O -1.86939 0.09515 2.26178 -0.1068 -0.1008 0.1527
O 0.00154 1.28391 2.48738 0.7033 0.2573 0.1296
H 0.42431 0.42289 2.64348 -0.3101 0.0116 0.0068
H -1.15167 3.09942 1.37116 -0.0647 0.0447 0.0781
H -2.31279 2.93312 2.70240 0.0150 -0.0110 -0.0471
H -3.40243 3.11055 0.33794 -0.0256 -0.0140 -0.1281
H -3.84678 1.63759 1.24332 -0.1136 0.0004 0.0255
H -2.91611 -0.85653 -2.46670 -0.1157 -0.1291 -0.0679
H -3.56515 -2.21677 -1.53821 -0.0465 0.1042 0.0183
H -1.20735 -2.55848 -2.23960 0.0486 0.0173 -0.0182
H -2.03847 -3.59953 -0.13835 -0.0736 0.0239 0.0501
H -1.44023 -2.22398 0.78594 -0.0756 0.0172 0.1387
H 0.52515 -3.62787 -1.00269 0.0337 -0.0824 -0.0720
H -0.00898 -4.47612 0.44318 0.0217 -0.0376 -0.0847
H 0.70190 -2.59215 1.86034 0.0175 -0.0042 0.0885
H 2.02587 -3.30513 0.94174 0.0290 -0.0019 0.0891
H 1.78271 -1.46474 -0.75472 -0.0623 0.0502 -0.1284
H 0.58689 -0.69763 0.28424 -0.0509 0.0303 -0.0771
H 3.52498 -1.16792 0.92459 0.0437 -0.0601 0.1118
H 2.34502 -0.69038 2.13796 0.0321 -0.0935 0.0953
H 1.73568 1.27172 0.60540 -0.0402 0.0828 0.0675
H 3.30194 1.36148 1.41116 -0.0304 0.1001 -0.0055
H 3.01912 0.27504 -1.41405 0.0320 -0.1080 -0.0949
H 4.48680 0.78888 -0.58399 -0.0008 -0.0994 -0.0161
H 3.34037 3.13220 -0.46167 0.0809 0.0544 0.0172
H 3.99398 2.60619 -2.01149 0.0285 0.0788 0.0565
H 1.69093 3.60519 -2.20978 -0.0954 0.0812 -0.0688
H 1.05181 2.27254 -1.24508 -0.1287 -0.0031 0.0355
H 1.78220 1.95057 -2.80958 -0.0539 -0.0697 -0.1089
```
Forces are in eV/Å.

E_LUMO ... 0.55 eV
Relative energy (zero: lowest compared OMol25 entry of this formula, charge and spin) ... 1.07 kcal per mole
F_max ... 0.01516 hartree/bohr
Total charge ... 0
SMILES ... CCCCCCCCCCCCS(=O)(=O)CCC(=O)O
2S+1 ... 1
HOMO level ... -0.3826 Ha
Electronic energy ... -35067.6968 eV


4.
# C15H31BBrClF2InN6O5Si

C15H31BBrClF2InN6O5Si as an isolated structure in a non-equilibrium geometry (wB97M-V/def2-TZVPD, OMol25).

```
64
Properties=species:S:1:pos:R:3:forces:R:3
C 4.77436 1.69604 1.09421 -0.1550 -0.2055 -0.1244
Si 3.26033 0.71644 1.69853 0.1748 0.7810 0.1985
C 3.18245 1.00780 3.57990 -0.1958 -0.2016 -0.6659
C 1.73257 1.54379 0.92664 0.3000 -0.8062 -0.1572
C 0.84614 0.63825 0.04692 -0.6973 1.5754 -0.7354
C -0.51248 1.33672 -0.12881 -0.4516 -1.0594 2.3484
F -0.39256 2.72773 -0.11693 0.0016 -0.2096 -1.2247
F -1.13434 0.91066 -1.30602 0.3653 0.6928 -0.0632
In -1.88096 0.80222 1.60378 -0.6368 0.1111 -0.4587
Cl -2.50749 2.74597 2.94435 0.2259 -0.2800 -0.1932
Br -0.82906 -0.94721 3.22025 -0.0456 0.1415 -0.0978
C -3.74559 -0.09513 0.78859 -0.3176 0.0224 0.5663
B -4.59251 -0.78274 1.89288 0.1234 0.3598 -0.0462
O -4.21192 -1.95547 2.54074 -0.2119 0.1984 0.4659
O -5.84555 -0.22873 2.26454 0.1808 -0.6269 -0.4357
C 3.51117 -1.09368 1.23726 0.1274 0.6031 0.1005
C 4.76902 -1.49030 0.80788 0.5649 0.6031 0.0875
C 5.03038 -2.79303 0.48822 1.1791 -1.0443 -0.5676
C 4.05909 -3.76609 0.54019 0.1842 0.0203 -0.0510
C 2.81297 -3.38531 0.96600 -0.8155 -1.3064 -0.0921
C 2.55133 -2.08891 1.31620 -0.9825 0.6871 0.4520
H 4.86597 1.69267 0.00166 0.0012 -0.0663 0.1176
H 5.70186 1.29587 1.51761 -0.0638 0.1534 -0.0144
H 4.66754 2.74139 1.40558 0.0222 -0.1309 0.0414
H 3.45730 0.07380 4.07624 -0.0920 0.2530 0.2884
H 2.15646 1.30312 3.81998 0.0915 -0.2853 0.2347
H 3.83402 1.83207 3.88275 0.0854 -0.2025 -0.0088
H 2.09424 2.35437 0.28608 -0.1032 0.0687 0.2173
H 1.14085 1.98952 1.73501 0.0502 -0.0297 -0.0856
H 0.61431 -0.32697 0.49441 0.3261 -0.0916 -0.2448
H 1.26395 0.55783 -0.96597 0.2381 -0.4406 0.2468
H -3.46054 -0.79825 -0.00128 0.2147 0.1508 0.1096
H -4.33417 0.73976 0.39430 0.2648 -0.0697 -0.2149
H -3.39924 -1.83803 3.05262 0.2568 -0.1292 -0.4420
H -6.50488 -0.70261 1.74270 -0.2316 0.2602 0.2453
H 5.59515 -0.78972 0.73734 -0.1580 0.0860 -0.0064
H 6.02651 -3.10178 0.17542 -0.0188 0.2620 0.0140
H 4.27724 -4.78859 0.25533 -0.0261 0.0291 0.0477
H 2.02154 -4.12697 1.02129 -0.0281 0.2108 0.0929
H 1.55178 -1.85288 1.67401 0.0754 -0.0626 -0.0123
C -1.30995 -4.80950 1.35678 -0.2460 0.2031 0.1720
O -0.15253 -4.50124 1.57338 0.1975 -0.1755 -0.1338
N -2.31982 -4.47089 2.20262 0.0652 -0.2714 0.1563
N -1.69039 -5.51381 0.24235 0.0908 -0.1340 -0.1094
H -3.28241 -4.70017 2.04714 -0.0244 0.1677 -0.0582
H -2.06973 -3.94470 3.02051 0.0086 0.1256 -0.0980
H -0.96862 -5.77364 -0.40276 -0.0033 0.0431 0.0085
H -2.63776 -5.77190 0.04539 -0.0146 0.0620 0.0309
C -0.65395 1.21195 -5.05021 -0.0724 0.0441 0.0106
O 0.41896 1.28452 -4.48476 0.0196 -0.0091 -0.0512
N -0.77171 1.29914 -6.41411 0.0593 -0.0473 -0.1398
N -1.83642 1.03790 -4.38432 -0.0401 -0.0309 0.3202
H -1.64499 1.24428 -6.90149 -0.0184 0.0374 0.0452
H 0.07310 1.42816 -6.93768 -0.0038 0.0168 0.0340
H -1.79106 0.96940 -3.37856 0.1089 -0.1893 -0.1234
H -2.72720 0.97661 -4.83949 0.0306 0.0018 -0.0412
C -2.69785 4.87416 -2.87343 0.0377 -0.1490 0.0635
O -3.37909 5.04748 -3.87544 -0.0040 0.0685 0.0051
N -2.34387 5.90414 -2.04388 0.0095 0.2201 -0.0157
N -2.23512 3.65540 -2.49603 -0.0772 0.0106 0.0575
H -1.78853 5.78353 -1.21773 -0.0288 -0.0882 0.0003
H -2.66686 6.82066 -2.28774 -0.0118 -0.0292 -0.0050
H -2.47311 2.87219 -3.06977 0.0124 0.0476 -0.1742
H -1.67821 3.48596 -1.67893 0.0819 0.0539 0.1135
```
Forces are in eV/Å.

E_LUMO ... 2.36 eV
F_max ... 0.05086 hartree/bohr
Total charge ... -1
2S+1 ... 1
HOMO level ... -0.2114 Ha
Electronic energy ... -136975.1370 eV